# C6H9N

An isolated molecule of C6H9N at a distorted geometry (ωB97M-V with the def2-TZVPD basis set, OMol25).

Computed properties:
HOMO-LUMO gap = 10.48 eV
Lowest unoccupied orbital energy = 0.74 eV
Strongest force on any atom = 3.24 eV/A
Calculated total energy = -288.6535 a.u.
HOMO level = -9.738 eV

```
16
Properties=species:S:1:pos:R:3:lowdin_charge:R:1
C 1.77474 -0.59778 0.49457 -0.1511
C 1.49756 0.13791 -1.87380 0.0659
C -0.71832 -0.16437 0.43431 -0.4217
C 0.58248 -0.62493 1.09307 -0.0548
C -0.96647 -0.70975 -1.01811 -0.0927
C -0.53915 1.36125 0.34120 -0.1045
N 1.82757 -0.22549 -0.82459 -0.0391
H 2.66439 -0.93904 1.00007 0.1058
H 0.30174 -0.76076 2.23941 0.1573
H -1.61741 -0.39742 0.95035 0.1053
H -0.95678 -1.78916 -0.92725 0.0699
H -2.02566 -0.35149 -1.43030 0.1218
H -0.17062 -0.23821 -1.63937 -0.0293
H 0.35709 1.71044 -0.23518 0.0757
H -1.60257 1.76437 0.03875 0.1136
H -0.40859 1.82442 1.35687 0.0779
```



# C6H9N

An isolated molecule of C6H9N (ωB97M-V with the def2-TZVPD basis set, OMol25).

Computed properties:
HOMO-LUMO gap = 9.52 eV
Lowest unoccupied orbital energy = 1.12 eV
SMILES string = C=C1NCC=C1C
Strongest force on any atom = 0.87 eV/A
Calculated total energy = -288.7108 a.u.
HOMO level = -8.399 eV

```
16
Properties=species:S:1:pos:R:3:lowdin_charge:R:1
C -1.30775 1.36543 -0.05345 0.0549
C -0.28147 0.70705 0.48773 -0.3445
N 1.00757 1.29389 0.62738 0.0006
C 1.59204 0.62542 -0.55092 -0.1977
C 1.14088 -0.79989 -0.32831 -0.0269
C -0.02870 -0.75097 0.31634 -0.2557
C -1.01997 -1.83030 0.58978 -0.0419
H -2.18720 0.84882 -0.41354 0.0548
H -1.24713 2.43680 -0.22425 0.0585
H 0.95941 2.29805 0.47368 0.1104
H 0.96286 0.99064 -1.40552 0.1267
H 2.65844 0.80933 -0.70482 0.1118
H 1.61623 -1.66834 -0.77119 0.1098
H -0.66544 -2.78759 0.20010 0.0786
H -1.97083 -1.59259 0.09860 0.0778
H -1.22893 -1.94576 1.65840 0.0828
```



One value per record, in order, for ΔE to the lowest compared entry with this formula, charge and spin: 337.38 187.01 kJ/mol.